{"formula": "C31H36AuGeIN2O4S", "method": "ωB97M-V/def2-TZVPD", "total_charge": 0, "multiplicity": 1, "e_above_lowest_kj_mol": 74.5, "lumo_energy_ev": -0.40, "fmax_ev_per_a": 0.4, "homo_lumo_gap_ev": 8.00, "elements": ["Au", "C", "C", "C", "C", "C", "C", "C", "S", "O", "O", "N", "C", "C", "C", "C", "C", "C", "C", "C", "N", "C", "H", "H", "H", "H", "H", "H", "H", "H", "H", "H", "H", "H", "H", "I", "C", "C", "C", "C", "C", "C", "C", "O", "O", "H", "H", "H", "H", "C", "C", "C", "C", "Ge", "C", "C", "C", "C", "H", "H", "H", "H", "H", "H", "H", "H", "H", "H", "H", "H", "H", "H", "H", "H", "H", "H", "H"], "coordinates": [[-0.429, 0.901, 0.785], [5.046, -1.203, -4.695], [4.473, -0.839, -3.349], [3.098, -0.629, -3.204], [2.551, -0.316, -1.974], [3.387, -0.217, -0.865], [4.756, -0.389, -0.989], [5.290, -0.696, -2.234], [2.690, 0.031, 0.741], [3.750, 0.474, 1.601], [1.979, -1.164, 1.098], [1.570, 1.206, 0.503], [1.998, 2.553, 0.370], [3.293, 2.973, 0.128], [3.619, 4.340, 0.036], [2.675, 5.315, 0.158], [1.332, 4.937, 0.366], [0.277, 5.870, 0.469], [-1.007, 5.448, 0.654], [-1.257, 4.068, 0.746], [-0.296, 3.180, 0.664], [0.998, 3.569, 0.471], [4.453, -1.988, -5.165], [6.074, -1.555, -4.607], [5.040, -0.341, -5.367], [2.453, -0.715, -4.073], [1.487, -0.135, -1.865], [5.387, -0.287, -0.114], [6.362, -0.827, -2.338], [4.085, 2.249, 0.030], [4.655, 4.611, -0.134], [2.934, 6.366, 0.093], [0.505, 6.928, 0.389], [-1.829, 6.147, 0.724], [-2.264, 3.685, 0.888], [-2.049, 0.587, 8.169], [-2.370, 0.847, 6.119], [-1.306, 0.727, 5.242], [-1.528, 0.888, 3.880], [-2.797, 1.181, 3.390], [-3.849, 1.309, 4.297], [-3.647, 1.136, 5.657], [-3.154, 1.374, 1.932], [-4.174, 1.964, 1.641], [-2.403, 0.836, 0.984], [-0.311, 0.507, 5.607], [-0.680, 0.785, 3.216], [-4.831, 1.548, 3.912], [-4.474, 1.229, 6.347], [-4.509, -1.577, -2.445], [-3.495, -2.083, -1.422], [-3.877, -1.705, 0.009], [-2.837, -2.084, 1.068], [-0.939, -1.585, 0.921], [-0.059, -2.448, -0.595], [-0.367, -3.948, -0.665], [0.332, -4.638, -1.842], [-0.201, -4.214, -3.208], [-4.248, -1.890, -3.459], [-4.556, -0.485, -2.427], [-5.510, -1.957, -2.222], [-2.514, -1.656, -1.650], [-3.397, -3.171, -1.503], [-4.819, -2.206, 0.264], [-4.075, -0.635, 0.045], [-2.757, -3.178, 1.140], [-3.141, -1.731, 2.056], [-0.358, -2.023, 2.274], [1.013, -2.289, -0.468], [-0.369, -1.945, -1.514], [-1.446, -4.115, -0.743], [-0.039, -4.426, 0.263], [0.216, -5.720, -1.736], [1.405, -4.427, -1.784], [-1.270, -4.431, -3.295], [0.314, -4.751, -4.008], [-0.059, -3.146, -3.387]], "atomic_forces_ev_per_a": [[-0.2866, 0.0678, 0.0727], [-0.0446, 0.0510, 0.0741], [-0.0333, -0.0068, -0.1008], [0.0224, -0.0032, -0.0340], [0.0968, 0.0245, 0.0481], [0.0015, -0.0596, -0.0993], [-0.0565, -0.0245, 0.0151], [0.0418, 0.0129, 0.0102], [0.0160, 0.3111, -0.0834], [-0.0210, 0.0829, 0.0244], [0.0009, 0.1145, 0.1248], [0.3026, -0.0544, 0.1859], [-0.0458, -0.1943, -0.0718], [-0.1734, -0.1894, 0.0500], [0.0932, -0.0443, -0.0265], [-0.0060, 0.0972, -0.0155], [-0.0669, -0.0888, 0.0086], [0.0270, 0.0995, -0.0111], [-0.0489, 0.0070, -0.0147], [-0.0376, -0.1556, 0.0245], [0.2381, -0.0688, 0.0030], [-0.1267, 0.0116, 0.0104], [0.0268, 0.0130, 0.0004], [-0.0421, 0.0203, 0.0058], [0.0023, -0.0192, 0.0249], [0.0331, -0.0028, 0.0594], [0.0533, -0.0649, -0.0187], [-0.0219, -0.0184, -0.0542], [-0.0491, -0.0326, 0.0115], [0.0305, 0.0159, 0.0213], [-0.0538, -0.0438, 0.0051], [-0.0323, -0.0735, -0.0044], [-0.0049, -0.0557, 0.0124], [-0.0005, -0.0152, 0.0128], [0.0638, 0.0345, -0.0202], [-0.0160, 0.0137, -0.0694], [-0.0138, -0.0148, 0.1245], [0.0028, 0.0066, -0.0971], [-0.0394, -0.0242, 0.0133], [0.0002, -0.0461, -0.0110], [0.0041, 0.0229, 0.0610], [0.0145, 0.0069, -0.0888], [0.1810, -0.0310, -0.0252], [0.0452, -0.0730, 0.0000], [-0.2845, 0.1753, 0.0466], [-0.0472, 0.0095, -0.0200], [0.0068, -0.0119, 0.0262], [0.0127, -0.0040, 0.0170], [0.0199, -0.0054, -0.0136], [0.0057, -0.0293, 0.0689], [-0.0569, 0.0605, 0.0775], [0.0990, -0.1366, -0.0129], [-0.0552, 0.1970, -0.1385], [0.1865, -0.0313, -0.0185], [0.1142, -0.0406, -0.1696], [0.0054, 0.0589, -0.0398], [-0.0259, 0.0753, -0.0138], [0.0008, -0.0393, 0.0366], [-0.0108, 0.0260, 0.0523], [-0.0189, -0.0595, -0.0107], [0.0487, 0.0206, -0.0243], [-0.0297, -0.0406, -0.0473], [0.0332, 0.0473, -0.0120], [-0.0002, 0.0439, -0.0286], [0.0253, 0.0765, 0.0486], [-0.0050, 0.0214, 0.0443], [-0.0817, -0.0384, -0.0100], [0.1055, 0.1104, 0.0047], [-0.1591, -0.0789, -0.0984], [0.0043, -0.0205, 0.0140], [0.0482, -0.0174, 0.0051], [-0.0320, 0.0145, 0.0128], [0.0224, 0.0092, 0.0102], [-0.0256, -0.0394, -0.0019], [0.0608, 0.0336, 0.0087], [-0.0334, 0.0290, 0.0190], [-0.0098, -0.0243, 0.0090]], "lowdin_charge": [1.03, -0.05, -0.26, -0.03, -0.06, -0.29, -0.05, -0.03, 0.58, -0.29, -0.37, -0.28, -0.23, -0.01, -0.06, -0.04, -0.15, 0.00, -0.04, -0.09, 0.01, -0.16, 0.08, 0.08, 0.08, 0.12, 0.10, 0.12, 0.11, 0.09, 0.11, 0.11, 0.12, 0.11, 0.11, 0.86, -0.73, -0.14, -0.04, -0.13, -0.01, -0.14, -0.58, 0.07, -0.29, 0.10, 0.06, 0.12, 0.09, -0.11, -0.28, -0.27, -0.33, 0.91, -0.36, -0.28, -0.26, -0.11, 0.07, 0.08, 0.07, 0.09, 0.10, 0.11, 0.09, 0.07, 0.06, -0.02, 0.03, 0.04, 0.08, 0.11, 0.10, 0.11, 0.07, 0.07, 0.06]}